Record 1
Below is a cluster of 6 separate species, C21H41BBrClN2O19 in total, with properties calculated with wB97M-V/def2-TZVPD.

- Electronic energy: -147569.3101 eV
- Gap between HOMO and LUMO: 10.57 eV
- SMILES: NB(O)OC(=O)N(CCCCl)CC(=O)Br.COC(=O)OC.COC(=O)OC.COC(=O)OC.COC(=O)OC.COC(=O)OC
- E_LUMO: 0.12 eV
- Highest occupied orbital energy: -10.45 eV

```
! wB97M-V def2-TZVPD RIJCOSX def2/J DEFGRID3
* xyz 0 1
N 0.055 4.741 -4.186
B 0.524 4.098 -5.403
O -0.303 3.729 -6.436
O 1.944 3.912 -5.581
C 2.431 2.883 -4.889
O 3.575 2.794 -4.578
N 1.431 1.876 -4.590
C 1.598 1.485 -3.153
C 0.284 1.076 -2.451
C 0.287 -0.392 -1.991
Cl -1.328 -0.879 -1.411
C 1.702 0.792 -5.558
C 0.536 -0.151 -5.743
O -0.343 -0.348 -4.994
Br 0.609 -1.123 -7.425
H 0.841 5.098 -3.647
H -0.433 4.073 -3.592
H -1.099 3.303 -6.090
H 1.989 2.372 -2.632
H 2.375 0.713 -3.057
H 0.141 1.683 -1.541
H -0.590 1.267 -3.087
H 0.971 -0.513 -1.139
H 0.603 -1.083 -2.782
H 2.620 0.239 -5.293
H 1.896 1.244 -6.543
C 1.807 1.079 4.185
O 3.080 0.446 4.039
C 3.559 0.390 2.803
O 3.018 0.801 1.809
O 4.750 -0.207 2.855
C 5.410 -0.339 1.596
H 1.570 1.027 5.242
H 1.859 2.121 3.873
H 1.040 0.554 3.620
H 5.600 0.638 1.155
H 4.817 -0.948 0.916
H 6.353 -0.836 1.801
C 5.142 5.134 -3.920
O 6.552 5.408 -3.930
C 7.168 5.145 -2.784
O 6.654 4.715 -1.782
O 8.462 5.439 -2.926
C 9.250 5.202 -1.758
H 4.769 5.387 -4.907
H 4.947 4.087 -3.724
H 4.647 5.759 -3.175
H 9.219 4.150 -1.480
H 8.901 5.815 -0.928
H 10.266 5.483 -2.018
C -5.249 -4.950 -4.563
O -5.225 -3.523 -4.514
C -4.147 -2.973 -5.078
O -3.244 -3.577 -5.599
O -4.245 -1.653 -4.966
C -3.140 -0.934 -5.532
H -6.170 -5.253 -4.074
H -5.249 -5.300 -5.594
H -4.396 -5.368 -4.031
H -3.072 -1.128 -6.603
H -2.211 -1.198 -5.046
H -3.348 0.121 -5.372
C -2.163 -0.650 7.786
O -2.894 -1.286 6.733
C -2.292 -1.246 5.541
O -1.229 -0.734 5.310
O -3.077 -1.874 4.672
C -2.609 -1.888 3.321
H -2.770 -0.761 8.681
H -1.201 -1.136 7.934
H -2.020 0.406 7.570
H -1.651 -2.396 3.230
H -2.530 -0.871 2.943
H -3.362 -2.425 2.752
C -7.678 -6.191 9.638
O -6.311 -5.843 9.406
C -6.136 -4.898 8.480
O -7.012 -4.350 7.863
O -4.831 -4.668 8.361
C -4.491 -3.665 7.393
H -7.667 -6.960 10.404
H -8.239 -5.328 9.992
H -8.134 -6.582 8.731
H -4.928 -2.708 7.662
H -4.826 -3.963 6.401
H -3.411 -3.592 7.401
*
```

=====

Record 2
Below is a cluster of 2 separate species, C21H41BrN3O5 in total, with properties calculated with wB97M-V/def2-TZVPD.

- Electronic energy: -107185.8577 eV
- Gap between HOMO and LUMO: 8.65 eV
- E_LUMO: -3.46 eV
- Highest occupied orbital energy: -12.11 eV

```
! wB97M-V def2-TZVPD RIJCOSX def2/J DEFGRID3
* xyz 1 1
C 2.004 1.171 -0.403
C 0.632 1.727 -0.778
C -0.024 1.029 -1.975
C -0.091 -0.494 -1.859
C -1.019 -0.942 -0.724
C -1.178 -2.466 -0.656
C -0.032 -3.116 0.109
C 0.011 -2.867 1.573
C -0.916 -2.552 2.517
C -2.382 -2.326 2.400
C -2.804 -0.860 2.160
C -4.045 -0.801 1.297
O -4.525 0.535 1.276
N -0.250 -2.439 3.750
C -0.954 -2.026 4.979
C -0.096 -1.694 6.183
C 0.803 -0.437 6.089
C 0.697 0.444 4.836
N 0.100 1.748 5.191
C 1.033 -2.701 3.558
O 2.011 -2.645 4.443
N 1.224 -2.966 2.264
Br 2.853 -3.365 1.528
H 2.677 1.176 -1.258
H 2.454 1.796 0.367
H 1.927 0.162 0.002
H -0.024 1.664 0.091
H 0.734 2.784 -1.019
H -1.055 1.387 -2.028
H 0.474 1.321 -2.898
H 0.905 -0.907 -1.694
H -0.459 -0.897 -2.803
H -1.983 -0.456 -0.872
H -0.578 -0.589 0.212
H -2.158 -2.743 -0.273
H -1.139 -2.855 -1.674
H 0.886 -2.699 -0.310
H 0.014 -4.188 -0.089
H -2.839 -2.645 3.335
H -2.798 -2.991 1.646
H -2.000 -0.265 1.732
H -3.066 -0.400 3.113
H -4.819 -1.452 1.714
H -3.838 -1.162 0.286
H -4.804 0.757 0.387
H -1.550 -1.153 4.720
H -1.646 -2.824 5.235
H 0.498 -2.563 6.464
H -0.802 -1.564 7.001
H 0.564 0.200 6.939
H 1.839 -0.733 6.227
H 1.701 0.575 4.418
H 0.088 0.017 4.043
H 0.753 2.223 5.805
H 0.081 2.327 4.357
H 2.150 -3.494 4.885
C 3.600 4.419 -7.674
C 3.162 3.022 -8.053
O 2.385 2.402 -7.012
C 1.115 2.789 -6.946
O 0.560 3.561 -7.681
O 0.541 2.150 -5.920
C -0.830 2.492 -5.711
H 4.134 4.406 -6.723
H 4.261 4.823 -8.440
H 2.744 5.085 -7.575
H 4.024 2.370 -8.178
H 2.593 3.017 -8.982
H -1.415 2.361 -6.619
H -0.916 3.521 -5.364
H -1.196 1.818 -4.941
*
```

=====

Record 3
Below is a structure of composition C21H41IN2NiSi4Te, with properties calculated with wB97M-V/def2-TZVPD.

- Electronic energy: -113371.2557 eV
- Relative energy (zero: lowest compared OMol25 entry of this formula, charge and spin): 67.8 kcal/mol
- <S²>: 2.013
- Gap between HOMO and LUMO (spin up / spin down): 6.90 / 5.47 eV
- E_LUMO (spin up / spin down): -0.43 / -1.59 eV
- Highest occupied orbital energy (spin up / spin down): -7.33 / -7.06 eV

```
! wB97M-V def2-TZVPD RIJCOSX def2/J DEFGRID3
* xyz 0 3
C 0.527 -3.848 0.737
C 0.557 -3.797 -0.860
H 1.451 -4.297 1.165
H -0.221 -4.612 0.965
H 0.174 -2.944 1.244
H 1.488 -3.395 -1.404
H 0.498 -4.852 -1.163
H -0.301 -3.246 -1.254
C 4.254 -1.136 -0.275
C 5.330 -0.329 -0.617
C 5.616 -0.141 -1.964
C 4.740 -0.707 -2.878
H 4.037 -1.317 0.796
H 5.921 0.123 0.173
H 6.472 0.439 -2.301
H 4.922 -0.570 -3.936
N 3.399 -1.715 -1.145
C 3.589 -1.409 -2.481
C 2.526 -1.652 -3.496
N 1.371 -2.216 -3.112
C 0.317 -2.273 -3.919
C 1.571 -1.301 -5.713
C 0.362 -1.821 -5.246
H -0.601 -2.686 -3.491
H -0.521 -1.894 -5.875
C 2.648 -1.194 -4.835
H 3.580 -0.755 -5.176
H 1.686 -0.974 -6.745
Ni 1.939 -2.849 -0.009
I 2.801 -2.473 2.392
C -0.536 -0.657 3.791
Si -0.183 1.052 3.094
C -1.005 2.365 4.162
C 1.652 1.440 2.953
Si -1.179 1.132 0.966
Te 0.465 0.062 -0.443
Si -3.101 -0.197 0.700
C -4.241 0.325 2.112
C -3.848 0.233 -0.975
C -2.709 -2.027 0.782
Si -1.631 3.384 0.417
C -3.083 3.911 1.495
C -0.089 4.375 0.819
C -2.077 3.521 -1.407
H -0.364 -0.619 4.877
H 0.150 -1.403 3.365
H -1.571 -0.985 3.619
H -0.551 2.299 5.163
H -0.848 3.385 3.786
H -2.085 2.198 4.269
H 2.190 0.652 2.412
H 1.832 2.398 2.445
H 2.071 1.507 3.969
H -4.696 1.311 1.944
H -5.048 -0.421 2.168
H -3.728 0.344 3.085
H -3.104 0.132 -1.777
H -4.665 -0.477 -1.175
H -4.258 1.250 -1.013
H -2.011 -2.343 -0.001
H -2.281 -2.324 1.745
H -3.643 -2.589 0.644
H -2.859 3.856 2.568
H -3.309 4.959 1.250
H -3.986 3.317 1.302
H 0.750 4.065 0.182
H -0.293 5.436 0.619
H 0.228 4.280 1.865
H -1.271 3.119 -2.036
H -3.005 2.990 -1.661
H -2.209 4.585 -1.657
*
```

=====

Record 4
Below is a cluster of 4 separate species, C21H41N8O4 in total, with properties calculated with wB97M-V/def2-TZVPD.

- Electronic energy: -42534.9493 eV
- Gap between HOMO and LUMO: 6.18 eV
- E_LUMO: -4.44 eV
- Highest occupied orbital energy: -10.62 eV

```
! wB97M-V def2-TZVPD RIJCOSX def2/J DEFGRID3
* xyz 1 1
N 0.623 4.420 0.118
C 0.993 3.126 0.047
N 1.330 2.456 1.318
C 1.643 1.107 0.792
C 2.029 0.079 1.951
C 0.843 -0.866 2.467
C 1.029 -1.912 3.630
C 2.449 -2.015 4.297
C 3.641 -1.090 3.807
C 3.452 -0.039 2.632
N 1.512 0.955 -0.652
N 1.111 2.203 -1.073
N 0.803 2.589 -2.393
C -0.535 2.797 -2.362
O -1.642 3.369 -2.162
H 0.589 4.834 1.076
H 0.325 4.978 -0.698
H -0.200 -0.752 1.977
H 0.109 -2.521 3.945
H 2.568 -2.780 5.160
H 4.660 -1.198 4.354
H 4.297 0.659 2.290
H 1.689 0.091 -1.187
C -2.977 0.024 -6.527
C -2.334 0.556 -5.250
C -2.313 -0.470 -4.098
O -3.565 -0.636 -3.438
C -4.456 -1.531 -4.084
N -3.015 1.797 -4.856
H -4.065 -0.032 -6.460
H -2.745 0.681 -7.371
H -2.598 -0.973 -6.771
H -1.292 0.799 -5.491
H -1.625 -0.098 -3.330
H -1.916 -1.438 -4.427
H -3.933 -2.366 -4.558
H -5.063 -0.995 -4.815
H -5.134 -1.936 -3.328
H -2.526 2.197 -4.056
H -3.926 1.535 -4.474
C -8.205 -3.370 -0.780
C -7.899 -4.311 0.381
C -6.633 -3.919 1.173
O -5.409 -4.263 0.528
C -4.972 -3.325 -0.441
N -7.813 -5.686 -0.129
H -7.537 -3.521 -1.631
H -9.225 -3.535 -1.144
H -8.131 -2.325 -0.468
H -8.748 -4.256 1.073
H -6.637 -4.482 2.112
H -6.643 -2.857 1.449
H -5.214 -2.296 -0.158
H -5.400 -3.564 -1.416
H -3.886 -3.411 -0.528
H -7.698 -6.320 0.660
H -6.928 -5.767 -0.632
C 6.742 3.519 2.405
C 7.049 2.561 3.553
C 8.322 2.935 4.343
O 9.539 2.593 3.686
C 9.977 3.542 2.727
N 7.126 1.192 3.024
H 7.404 3.376 1.549
H 5.719 3.364 2.045
H 6.824 4.560 2.732
H 6.205 2.612 4.250
H 8.320 2.359 5.274
H 8.320 3.993 4.633
H 9.743 4.568 3.025
H 9.543 3.319 1.751
H 11.062 3.450 2.632
H 7.241 0.547 3.805
H 8.008 1.113 2.515
*
```

=====

What did the fourth record say?
Below is a cluster of 4 separate species, C21H41N8O4 in total, with properties calculated with wB97M-V/def2-TZVPD.

- Electronic energy: -42534.9493 eV
- Gap between HOMO and LUMO: 6.18 eV
- E_LUMO: -4.44 eV
- Highest occupied orbital energy: -10.62 eV

```
! wB97M-V def2-TZVPD RIJCOSX def2/J DEFGRID3
* xyz 1 1
N 0.623 4.420 0.118
C 0.993 3.126 0.047
N 1.330 2.456 1.318
C 1.643 1.107 0.792
C 2.029 0.079 1.951
C 0.843 -0.866 2.467
C 1.029 -1.912 3.630
C 2.449 -2.015 4.297
C 3.641 -1.090 3.807
C 3.452 -0.039 2.632
N 1.512 0.955 -0.652
N 1.111 2.203 -1.073
N 0.803 2.589 -2.393
C -0.535 2.797 -2.362
O -1.642 3.369 -2.162
H 0.589 4.834 1.076
H 0.325 4.978 -0.698
H -0.200 -0.752 1.977
H 0.109 -2.521 3.945
H 2.568 -2.780 5.160
H 4.660 -1.198 4.354
H 4.297 0.659 2.290
H 1.689 0.091 -1.187
C -2.977 0.024 -6.527
C -2.334 0.556 -5.250
C -2.313 -0.470 -4.098
O -3.565 -0.636 -3.438
C -4.456 -1.531 -4.084
N -3.015 1.797 -4.856
H -4.065 -0.032 -6.460
H -2.745 0.681 -7.371
H -2.598 -0.973 -6.771
H -1.292 0.799 -5.491
H -1.625 -0.098 -3.330
H -1.916 -1.438 -4.427
H -3.933 -2.366 -4.558
H -5.063 -0.995 -4.815
H -5.134 -1.936 -3.328
H -2.526 2.197 -4.056
H -3.926 1.535 -4.474
C -8.205 -3.370 -0.780
C -7.899 -4.311 0.381
C -6.633 -3.919 1.173
O -5.409 -4.263 0.528
C -4.972 -3.325 -0.441
N -7.813 -5.686 -0.129
H -7.537 -3.521 -1.631
H -9.225 -3.535 -1.144
H -8.131 -2.325 -0.468
H -8.748 -4.256 1.073
H -6.637 -4.482 2.112
H -6.643 -2.857 1.449
H -5.214 -2.296 -0.158
H -5.400 -3.564 -1.416
H -3.886 -3.411 -0.528
H -7.698 -6.320 0.660
H -6.928 -5.767 -0.632
C 6.742 3.519 2.405
C 7.049 2.561 3.553
C 8.322 2.935 4.343
O 9.539 2.593 3.686
C 9.977 3.542 2.727
N 7.126 1.192 3.024
H 7.404 3.376 1.549
H 5.719 3.364 2.045
H 6.824 4.560 2.732
H 6.205 2.612 4.250
H 8.320 2.359 5.274
H 8.320 3.993 4.633
H 9.743 4.568 3.025
H 9.543 3.319 1.751
H 11.062 3.450 2.632
H 7.241 0.547 3.805
H 8.008 1.113 2.515
*
```

=====

- Look up the electronic energy of the fourth one.
  -42534.9493 eV

=====

- Among the records above, which one has the lowest electronic energy?
  C21H41BBrClN2O19

=====

- The lowest electronic energy belongs to which entry?
  C21H41BBrClN2O19